Computed, not measured: a single C2H3FS molecule at a distorted geometry, with wB97M-V/def2-TZVPD.

The geometry in XYZ format:
```
7
Properties=species:S:1:pos:R:3:forces:R:3:nbo_charge:R:1
C 0.0117 -0.2093 0.4468 -1.775 -1.736 -0.394 -0.602
C 1.2783 0.4131 -0.4144 -2.261 -0.046 3.868 0.088
F 1.9996 1.3885 0.1798 0.250 -0.140 -0.479 -0.325
S 1.4262 -1.2446 0.0609 0.942 -1.112 -0.009 0.177
H -0.7189 -0.3957 -0.3901 0.194 0.171 1.304 0.198
H 0.9174 0.6027 -1.3847 0.177 0.701 -1.163 0.185
H -0.5862 -0.5393 1.5658 2.473 2.161 -3.126 0.279
```
Positions in Å, forces in eV/Å.

Results
* 2S+1: 1
* orbital gap: 9.74 eV
* ΔE to the lowest compared entry with this formula, charge and spin: 190.7 kJ/mol
* F_max: 4.53 eV/Å
* SMILES: F[C@@H]1CS1
* DFT total energy: -575.9553 hartree


Computed, not measured: a molecular structure, C27H41CaCl2N9O5P2S at a distorted geometry, with wB97M-V/def2-TZVPD.

The geometry in XYZ format:
```
88
Properties=species:S:1:pos:R:3:forces:R:3:lowdin_charge:R:1
Ca 0.5227 0.3230 0.0771 0.411 -2.501 -2.756 1.227
C -0.3522 -4.0288 -1.4774 -0.137 0.347 0.089 -0.022
C -0.0759 -2.7894 -0.6629 -0.563 -0.154 -1.305 -0.285
N -0.2831 -1.5966 -1.1230 0.537 -0.534 0.655 -0.055
N -0.8587 -1.5009 -2.3182 -1.341 -0.597 -1.002 -0.037
C -0.6477 -0.4677 -3.0892 0.529 -0.282 0.008 -0.923
N -1.5126 -0.3223 -4.1484 -0.260 -0.119 -0.184 0.044
S 0.6175 0.6516 -2.9854 0.207 0.528 -0.032 0.622
C 0.4359 -2.9501 0.6829 0.342 -0.406 0.855 -0.233
C 1.0480 -4.1425 1.1008 -0.171 0.281 -0.197 -0.006
C 1.5627 -4.2219 2.3786 -0.106 0.197 0.200 -0.060
C 1.4012 -3.1456 3.2386 -0.207 -0.144 -0.111 -0.044
C 0.7353 -2.0300 2.7560 -0.016 -0.285 0.498 -0.131
N 0.2965 -1.9188 1.5198 -0.140 0.046 -0.441 0.090
H -0.9772 -3.7510 -2.3234 0.038 -0.072 0.036 0.063
H -0.8639 -4.7740 -0.8695 0.039 -0.109 0.002 0.081
H 0.5753 -4.4546 -1.8627 0.075 -0.050 0.002 0.075
H -2.0439 -1.1408 -4.4079 0.016 0.042 0.102 0.086
H -1.1631 0.2428 -4.9067 -0.014 -0.100 0.104 0.065
H 1.1448 -4.9761 0.4251 0.036 -0.045 -0.137 0.109
H 2.0897 -5.1086 2.6977 0.018 -0.108 0.049 0.111
H 1.7740 -3.1621 4.2487 0.054 0.003 0.136 0.110
H 0.5481 -1.1822 3.3933 0.119 0.143 0.107 0.089
O 2.9862 0.1808 3.2538 0.200 -0.181 0.099 0.021
C 2.5475 0.1612 2.1034 1.097 -0.240 0.797 -0.658
O 1.6910 0.9432 1.6305 0.792 1.133 1.234 -0.259
C 3.0784 -0.9298 1.1698 0.308 -0.146 -0.020 -0.189
C 3.9560 -1.9027 1.6985 0.283 -0.176 -0.025 0.005
C 4.3374 -2.9542 0.9169 -0.062 0.343 0.012 -0.001
C 3.8761 -3.0198 -0.4157 -0.225 0.381 -0.056 -0.160
C 4.1889 -4.0871 -1.2820 -0.049 -0.131 -0.071 -0.042
C 3.7075 -4.1092 -2.5613 0.125 -0.133 0.131 -0.085
C 2.9242 -3.0444 -3.0359 -0.017 0.195 0.056 -0.070
C 2.6186 -1.9860 -2.2260 -0.063 -0.042 -0.140 -0.033
C 3.0469 -1.9594 -0.8818 0.637 -0.701 -0.198 -0.206
N 2.6492 -0.9506 -0.0687 0.162 0.204 0.282 0.106
H 4.2876 -1.7937 2.7207 -0.080 0.029 0.015 0.119
H 4.9832 -3.7378 1.2963 0.004 0.005 0.031 0.120
H 4.7977 -4.8960 -0.9012 0.087 -0.060 -0.013 0.109
H 3.9337 -4.9343 -3.2209 0.053 -0.100 -0.003 0.101
H 2.5618 -3.0660 -4.0540 -0.019 0.066 -0.071 0.108
H 2.0358 -1.1523 -2.5944 -0.035 -0.034 0.031 0.003
C -3.2150 2.7605 3.8577 0.072 0.069 0.136 -0.102
N -2.7025 1.6738 3.0586 0.724 -0.191 -0.479 -0.296
C -3.6812 0.7018 2.6291 -0.064 -0.244 -0.132 -0.102
P -1.1945 1.7639 2.3486 -1.507 1.829 2.011 0.532
O -1.0279 0.5795 1.5016 -0.966 -0.224 0.688 -0.390
O -1.2019 3.1399 1.4803 0.280 -0.488 -0.054 -0.254
P -1.0243 3.1841 -0.1419 -1.579 2.098 0.161 0.511
O -0.0097 2.2308 -0.5803 -0.415 1.399 -0.418 -0.532
N -0.7542 4.8201 -0.2886 0.027 -1.079 -0.302 -0.297
C 0.4854 5.3288 0.2705 0.040 0.180 0.356 -0.121
C -1.2893 5.5898 -1.3912 -0.158 0.128 -0.108 -0.113
N -2.5219 2.9618 -0.8119 0.910 -0.076 0.526 -0.299
C -3.6569 3.6028 -0.1926 -0.085 0.234 0.040 -0.101
C -2.7984 1.7620 -1.5693 0.117 -0.388 -0.253 -0.080
N -0.2408 2.2234 3.6257 -0.241 -0.323 -1.110 -0.292
C 0.1570 1.1659 4.5374 -0.044 -0.163 0.318 -0.091
C 0.7110 3.3148 3.5809 0.233 0.243 -0.177 -0.085
H -3.6909 2.3656 4.7606 0.006 0.067 -0.012 0.087
H -3.9540 3.3577 3.3095 0.036 -0.026 -0.003 0.083
H -2.3833 3.3988 4.1480 -0.109 0.098 0.101 0.076
H -4.1571 0.2517 3.5055 -0.020 0.000 -0.038 0.086
H -3.1759 -0.0795 2.0627 -0.157 0.010 0.022 0.077
H -4.4696 1.1458 2.0054 0.066 -0.004 0.047 0.074
H 1.0175 4.5157 0.7655 0.146 0.163 0.032 0.055
H 0.2743 6.1234 0.9954 0.085 -0.059 -0.016 0.091
H 1.1263 5.7313 -0.5189 -0.019 -0.110 0.078 0.064
H -2.0970 5.0320 -1.8572 -0.033 0.149 -0.067 0.073
H -0.5305 5.8000 -2.1522 0.020 -0.025 0.069 0.061
H -1.6745 6.5415 -1.0134 -0.013 0.005 -0.077 0.090
H -3.2972 4.4461 0.3920 -0.205 0.119 0.083 0.081
H -4.2036 2.9217 0.4659 -0.002 -0.047 0.037 0.074
H -4.3412 3.9656 -0.9639 -0.023 0.019 0.044 0.092
H -1.8837 1.4631 -2.0796 -0.152 -0.098 -0.080 0.034
H -3.5670 1.9701 -2.3168 0.056 0.019 -0.010 0.094
H -3.1448 0.9374 -0.9345 0.000 0.028 -0.003 0.094
H -0.5484 0.3395 4.4439 0.021 -0.067 0.185 0.078
H 0.1201 1.5520 5.5612 -0.062 -0.089 -0.011 0.092
H 1.1756 0.8210 4.3261 -0.125 0.010 -0.047 0.067
H 0.3090 4.1282 2.9797 0.101 0.010 0.087 0.064
H 1.6783 2.9957 3.1777 -0.079 0.000 0.030 0.088
H 0.8538 3.6731 4.6049 -0.002 0.002 -0.069 0.092
Cl 2.9603 2.5112 -0.4955 0.366 0.174 -0.275 0.625
C 2.9707 3.0252 -2.1980 0.222 -0.226 0.113 -0.960
Cl 1.4966 3.8744 -2.6234 -0.087 0.471 -0.360 0.578
H 3.0259 2.1265 -2.8099 0.042 0.132 0.065 0.001
H 3.8053 3.7033 -2.3713 -0.084 -0.223 0.106 0.029
```
Positions in Å, forces in eV/Å.

Results
* 2S+1: 1
* orbital gap: 7.12 eV
* ΔE to the lowest compared entry with this formula, charge and spin: 124.6 kJ/mol
* F_max: 3.74 eV/Å
* DFT total energy: -4601.7127 hartree


Computed, not measured: a single C2H6S2 molecule, with wB97M-V/def2-TZVPD.

The geometry in XYZ format:
```
10
Properties=species:S:1:pos:R:3:forces:R:3:nbo_charge:R:1
C 1.4833 0.4661 0.0678 0.554 0.024 0.386 -0.762
S 0.9947 -1.0730 0.9002 0.740 0.200 0.421 0.069
S -0.7352 -1.7766 0.1173 -0.448 -0.169 -0.622 0.096
C -1.5521 -0.2168 -0.2251 -0.484 0.198 0.450 -0.762
H 0.9014 1.3026 0.4742 0.046 -0.209 -0.504 0.220
H 1.6446 0.5062 -1.0210 -0.487 -0.313 0.387 0.226
H 2.4815 0.5414 0.5154 -0.033 0.250 -0.110 0.237
H -2.6074 -0.4186 -0.4264 0.203 -0.094 -0.404 0.235
H -1.0376 0.2492 -1.0713 -0.423 0.139 0.243 0.220
H -1.5733 0.4194 0.6688 0.331 -0.027 -0.247 0.222
```
Positions in Å, forces in eV/Å.

Results
* 2S+1: 1
* orbital gap: 8.84 eV
* ΔE to the lowest compared entry with this formula, charge and spin: 40.6 kJ/mol
* F_max: 0.87 eV/Å
* SMILES: CSSC
* DFT total energy: -876.1550 hartree


Computed, not measured: a molecular structure, C7H21N4P at a distorted geometry, with wB97M-V/def2-TZVPD.

The geometry in XYZ format:
```
33
Properties=species:S:1:pos:R:3:forces:R:3:nbo_charge:R:1
C -2.1153 1.7030 0.8874 1.698 -1.496 2.710 -0.613
C -0.4071 2.8025 -0.5841 3.866 -1.871 1.422 -0.614
C -2.4012 1.7968 -1.6020 1.536 1.169 -0.039 -0.600
C 2.8063 -0.5214 1.7872 2.819 1.220 -0.446 -0.426
C 1.2337 -2.9136 -0.0653 4.473 -1.028 -0.963 -0.389
C 0.6196 -1.7367 -1.9864 -1.152 0.139 -1.288 -0.428
C -1.3980 1.6972 -0.4324 -0.822 -1.287 -1.091 0.101
N -0.8185 0.3681 -0.5642 0.466 0.874 -0.511 -1.110
N -1.0195 -1.4008 1.5196 1.777 0.016 -0.911 -1.161
N 1.8264 0.4216 1.3776 -3.912 -1.624 -0.547 -0.867
N 0.5552 -1.8038 -0.5447 -0.177 0.059 -1.251 -0.821
P -0.0653 -0.5865 0.3262 1.503 0.259 1.489 2.144
H -2.7224 0.7175 1.0733 1.615 1.595 -0.241 0.224
H -1.2369 1.9594 1.7127 -2.390 -1.150 -1.598 0.205
H -2.8426 2.4328 1.0116 -1.208 1.862 0.030 0.205
H 0.2877 2.8389 0.3303 -1.308 0.317 -0.752 0.210
H -0.9540 3.6753 -0.7186 -0.347 1.971 -0.410 0.209
H 0.4090 2.5609 -1.3379 -1.606 0.506 0.110 0.222
H -2.9705 0.9546 -1.5557 -1.947 -2.344 0.037 0.209
H -3.0285 2.6581 -1.6973 -0.377 0.798 0.705 0.201
H -1.8982 1.7711 -2.5477 0.706 -0.209 -0.534 0.206
H 2.4870 -1.4450 2.1139 -1.477 -2.013 0.744 0.178
H 3.5996 -0.8330 0.9905 -0.909 0.886 1.270 0.155
H 3.2495 -0.0691 2.7158 0.528 -0.512 -0.834 0.185
H 1.1480 -3.8308 -0.6659 -0.983 0.194 0.234 0.205
H 2.4196 -2.7813 -0.2048 -2.049 0.043 0.520 0.167
H 1.0918 -3.0825 0.9526 -0.340 -0.529 1.683 0.198
H -0.2522 -2.3646 -2.3448 1.110 0.322 -0.091 0.194
H 0.2928 -0.6790 -2.2568 1.198 -1.362 -0.194 0.261
H 1.6147 -2.2014 -2.3824 -1.682 1.390 0.576 0.201
H -0.9632 -0.7143 2.2559 -0.432 -0.530 1.165 0.399
H -0.7776 -2.3967 1.7541 -0.127 1.758 0.032 0.407
H 2.2302 1.0027 0.6821 -0.046 0.576 -1.025 0.342
```
Positions in Å, forces in eV/Å.

Results
* 2S+1: 1
* orbital gap: 8.38 eV
* ΔE to the lowest compared entry with this formula, charge and spin: 244.8 kJ/mol
* F_max: 4.69 eV/Å
* DFT total energy: -839.5467 hartree